Below is a cluster of 2 separate species, C50H51F6N3O5S2 in total in a non-equilibrium geometry, with properties calculated with wB97M-V/def2-TZVPD.

Atoms and positions in Å:
S (1.520, -5.183, 1.568)
S (-0.921, -5.774, 3.199)
F (-2.402, -2.877, -2.836)
F (-0.788, -4.054, -1.928)
F (-1.154, -4.178, -4.096)
F (1.136, 0.172, -6.796)
F (2.235, -1.731, -6.600)
F (3.083, 0.123, -5.763)
O (2.664, -4.987, 2.428)
O (1.547, -4.774, 0.184)
O (-5.468, -1.601, 3.966)
O (-0.605, -5.767, 4.611)
O (-2.286, -5.756, 2.733)
N (0.441, 2.287, -1.591)
N (1.113, 2.133, 0.453)
N (0.665, 3.017, -0.469)
C (-1.982, 2.496, 2.951)
C (-0.585, -8.492, 2.564)
C (3.059, 2.826, 3.574)
C (-3.504, 2.014, -2.150)
C (0.777, 3.559, 3.879)
C (0.468, -1.988, -4.461)
C (1.918, -0.575, -5.945)
C (-0.997, 3.324, 2.120)
C (-0.071, 2.898, -2.793)
C (-0.499, -3.331, 1.965)
C (1.195, -9.249, 1.100)
C (-1.746, -2.815, 2.506)
C (3.893, 1.834, 1.410)
C (0.043, -4.522, 2.342)
C (-3.194, -2.392, 4.426)
C (-5.794, -1.690, 5.371)
C (-4.220, -1.952, 3.555)
C (0.448, 3.136, 2.593)
C (1.012, -6.916, 1.659)
C (1.427, -0.304, 0.701)
C (4.571, 2.967, 0.637)
C (0.130, 4.576, -4.507)
C (-1.295, 2.463, -3.343)
C (0.671, -0.052, -2.399)
C (0.653, 3.952, -3.375)
C (2.995, 4.894, -3.809)
C (-0.100, -7.192, 2.437)
C (4.933, 1.011, 2.181)
C (-1.996, -2.833, 3.892)
C (-2.753, -2.294, 1.659)
C (1.955, 4.469, -2.763)
C (-1.746, 3.070, -4.516)
C (-1.386, 4.802, 2.087)
C (1.093, 0.818, -0.038)
C (-2.520, 0.303, -3.718)
C (-2.211, 1.409, -2.709)
C (-1.048, 4.123, -5.095)
C (-1.112, -3.324, -3.037)
C (2.764, 2.376, 2.286)
C (1.206, -0.822, -4.642)
C (0.039, -1.296, -2.179)
C (1.447, 2.542, 1.799)
C (0.074, -9.526, 1.895)
C (1.285, 0.147, -3.661)
C (-0.165, -2.169, -3.238)
C (0.722, 0.952, -1.364)
C (1.665, -7.940, 0.974)
C (1.638, 5.571, -1.756)
C (2.072, 3.407, 4.369)
C (-3.975, -1.900, 2.161)
H (-3.342, -2.415, 5.507)
H (1.881, 1.038, -3.832)
H (1.705, -10.058, 0.574)
H (3.843, 3.513, 0.023)
H (-1.032, 2.954, 1.092)
H (-1.204, -3.168, 4.563)
H (-6.827, -1.343, 5.433)
H (5.611, 0.521, 1.470)
H (-1.429, 4.594, -6.003)
H (2.552, 5.981, -1.311)
H (-1.466, -8.674, 3.177)
H (-5.722, -2.730, 5.723)
H (-1.605, -0.011, -4.230)
H (0.664, 5.422, -4.940)
H (5.350, 2.569, -0.026)
H (-3.236, 0.650, -4.476)
H (-2.935, -0.579, -3.216)
H (4.079, 2.725, 3.952)
H (-2.561, -2.255, 0.585)
H (5.030, 3.682, 1.333)
H (-1.667, 0.961, -1.872)
H (3.953, 5.103, -3.318)
H (2.525, -7.700, 0.351)
H (-2.675, 2.713, -4.960)
H (4.451, 0.227, 2.778)
H (-1.357, 5.241, 3.093)
H (1.446, -1.246, 0.168)
H (-0.294, -10.548, 1.994)
H (1.678, -0.181, 1.750)
H (3.163, 4.084, -4.530)
H (2.317, 3.751, 5.376)
H (-0.692, 5.361, 1.448)
H (0.022, -2.757, 1.201)
H (-3.278, 2.818, -1.439)
H (-4.119, 2.429, -2.960)
H (-0.002, 4.011, 4.502)
H (2.402, 3.639, -2.201)
H (2.685, 5.793, -4.358)
H (-4.777, -1.558, 1.512)
H (0.408, -2.734, -5.244)
H (-5.141, -1.040, 5.970)
H (-2.395, 4.920, 1.674)
H (-0.325, -1.535, -1.185)
H (-1.710, 1.434, 2.929)
H (1.079, 6.386, -2.237)
H (1.021, 5.138, -0.959)
H (5.537, 1.641, 2.845)
H (3.427, 1.154, 0.693)
H (-1.989, 2.826, 3.999)
H (-4.086, 1.248, -1.622)
H (-2.996, 2.593, 2.544)

## Properties
HOMO-LUMO gap = 6.27 eV
Charge = 0
LUMO energy = -0.197 eV
E = -3871.8492 Ha
Energy relative to the best compared isomer or geometry (same formula, charge and spin) = 0.000 eV



Below is a cluster of 7 separate species, C50H53BrN2O15PS in total in a non-equilibrium geometry, with properties calculated with wB97M-V/def2-TZVPD.

Atoms and positions in Å:
Br (2.046, 1.995, 0.113)
S (-1.887, -3.586, 6.019)
P (-1.360, -0.854, 2.663)
O (4.196, 2.756, 4.115)
O (2.554, -0.990, -3.028)
O (7.240, 1.965, -0.226)
O (7.804, -0.231, -3.279)
O (-9.733, -2.808, -8.773)
O (-3.997, 2.040, 0.244)
O (-6.239, 0.753, -4.529)
O (-7.577, -0.172, -9.584)
O (-3.795, 4.815, -4.279)
O (-1.368, -2.398, 1.792)
O (12.490, 2.723, -0.475)
O (7.993, -0.893, 3.440)
O (-0.127, -1.431, 3.799)
O (-7.980, -7.452, -10.658)
O (0.843, 2.433, 6.991)
N (1.176, -4.738, 4.754)
N (-1.449, -4.493, 3.192)
C (10.369, 3.638, -0.015)
C (-0.908, 1.454, 8.521)
C (-0.087, 0.035, 1.557)
C (9.050, 3.446, 0.049)
C (-0.606, -3.462, 2.488)
C (5.993, -1.712, -3.554)
C (-7.137, -0.748, -6.104)
C (-9.878, -5.157, -8.718)
C (5.838, -0.136, 2.866)
C (9.360, 1.051, -0.687)
C (-6.545, 0.541, -5.691)
C (0.532, -2.633, 3.296)
C (4.673, -1.904, -3.490)
C (-2.742, 0.259, 5.047)
C (-1.924, -4.015, 4.367)
C (-3.567, 4.814, -1.935)
C (-7.475, -0.981, -7.375)
C (1.612, -3.400, 4.229)
C (3.760, -0.816, -3.085)
C (-4.225, 2.040, -2.099)
C (-0.712, 1.017, 0.429)
C (-3.950, 2.678, -0.795)
C (4.363, 0.492, -2.754)
C (5.067, 1.918, 3.961)
C (-6.679, 1.330, -8.008)
C (0.110, 2.447, 0.517)
C (-3.616, 4.117, -0.798)
C (-4.176, 2.738, -3.236)
C (7.120, -0.054, 3.595)
C (4.882, 0.780, 3.037)
C (-9.330, -3.875, -9.206)
C (2.048, 2.058, 6.258)
C (-3.842, 4.177, -3.239)
C (-8.275, -3.935, -10.238)
C (-7.836, -5.103, -10.713)
C (-9.439, -6.325, -9.192)
C (8.447, 2.139, -0.283)
C (-6.341, 1.563, -6.738)
C (11.283, 2.549, -0.419)
C (-7.270, 0.041, -8.422)
C (10.680, 1.242, -0.751)
C (6.596, -0.405, -3.222)
C (-2.557, 1.266, 6.344)
C (-1.550, 0.562, 3.984)
C (-1.475, 0.517, 7.313)
C (0.694, 1.690, 8.240)
C (5.683, 0.683, -2.818)
C (6.350, 2.001, 4.690)
C (7.305, 1.084, 4.520)
C (-8.384, -6.385, -10.225)
H (-3.576, 1.218, 6.910)
H (8.903, 0.099, -0.926)
H (-1.075, 0.870, 9.520)
H (-0.310, 3.234, -0.217)
H (-3.324, 5.870, -1.955)
H (3.936, 0.734, 2.511)
H (0.865, -5.384, 4.005)
H (2.642, 2.998, 5.938)
H (0.649, -0.694, 1.004)
H (8.366, 4.232, 0.344)
H (1.176, 0.635, 8.120)
H (2.569, -3.590, 3.571)
H (2.059, -5.178, 5.120)
H (-7.910, -1.920, -7.694)
H (3.679, 1.278, -2.459)
H (-2.711, -0.815, 5.499)
H (-7.279, -1.486, -5.324)
H (8.251, 1.130, 5.046)
H (-0.538, 0.189, 6.691)
H (5.719, -0.976, 2.192)
H (1.946, -2.649, 5.051)
H (6.141, 1.635, -2.579)
H (-1.477, 2.474, 8.497)
H (-5.906, 2.502, -6.419)
H (-0.505, 0.605, -0.651)
H (-4.467, 0.985, -2.079)
H (1.756, 1.498, 5.267)
H (-0.187, -4.053, 1.567)
H (-2.444, -1.460, 3.445)
H (-7.064, -5.165, -11.470)
H (-9.831, -7.274, -8.846)
H (-2.246, 2.332, 6.029)
H (-1.946, -0.488, 7.695)
H (-3.416, 4.569, 0.166)
H (-0.540, 0.710, 4.563)
H (-10.650, -5.095, -7.960)
H (-3.789, 0.396, 4.553)
H (4.216, -2.856, -3.729)
H (0.569, 0.696, 2.274)
H (-6.536, 2.068, -8.788)
H (-1.764, 1.569, 3.454)
H (-4.376, 2.286, -4.199)
H (-7.883, -2.986, -10.584)
H (10.827, 4.590, 0.225)
H (11.364, 0.456, -1.046)
H (-2.484, -0.365, 1.855)
H (0.011, 2.883, 1.585)
H (1.181, 2.265, 9.141)
H (-1.846, 1.231, 0.532)
H (2.773, 1.365, 6.833)
H (6.469, 2.840, 5.364)
H (1.214, -2.258, 2.412)
H (6.677, -2.499, -3.849)

## Properties
HOMO-LUMO gap = 3.28 eV
Charge = -1
LUMO energy = -0.833 eV
E = -6488.2865 Ha



What is the E in the first record? -3871.8492 Ha